(1)
C27H60F10N8Na2O20S10 as an isolated structure, computed with ωB97M-V with the def2-TZVPD basis set.

Each line ends with the Mulliken charge.
Geometry (Å):
Na -1.69 1.30 -0.10  2.10
Na -2.05 0.50 2.36  1.50
C 1.71 -2.51 8.57  -1.43
C 2.11 -1.91 7.23  0.13
C 3.31 -2.44 6.50  -0.59
N 3.95 -1.60 5.28  0.47
C 2.82 -0.99 4.36  -1.31
C 3.29 -0.38 2.94  0.90
C 4.19 -1.41 2.14  -0.50
C 5.36 -1.78 3.05  -0.86
C 4.99 -2.41 4.42  -0.68
C 4.70 -0.47 5.92  -1.06
H 2.63 -2.47 9.14  0.40
H 1.25 -3.50 8.46  0.32
H 0.99 -1.88 9.10  0.37
H 2.37 -0.86 7.37  0.27
H 1.24 -2.00 6.57  -0.04
H 2.98 -3.31 5.94  0.33
H 4.12 -2.67 7.19  0.42
H 2.26 -1.92 4.18  0.52
H 2.04 -0.41 4.85  0.56
H 2.40 0.00 2.44  -1.31
H 3.76 0.59 3.09  0.60
H 3.66 -2.33 1.89  0.25
H 4.51 -0.89 1.23  0.50
H 5.90 -2.56 2.51  0.44
H 5.97 -0.90 3.25  0.31
H 4.53 -3.37 4.20  0.42
H 5.82 -2.67 5.08  0.48
H 5.20 0.16 5.18  0.35
H 5.50 -0.93 6.50  0.44
H 4.18 0.09 6.70  0.34
C -2.64 6.49 -0.97  -1.62
C -1.23 6.92 -1.05  -0.37
C -0.38 5.90 -1.90  0.40
N 1.18 5.87 -1.72  0.65
C 1.81 4.87 -2.70  -0.13
C 3.24 4.53 -2.41  -0.93
C 3.55 4.21 -1.02  -0.49
C 2.97 5.29 0.00  -1.20
C 1.50 5.64 -0.24  0.16
C 1.64 7.30 -2.07  -1.01
H -2.93 5.55 -0.50  0.21
H -3.03 6.49 -1.98  0.47
H -3.14 7.29 -0.43  0.43
H -0.88 7.06 -0.03  0.33
H -1.06 7.88 -1.55  0.42
H -0.52 6.18 -2.94  0.68
H -0.69 4.86 -1.77  -0.93
H 1.25 3.94 -2.62  -0.16
H 1.61 5.11 -3.75  0.58
H 3.79 3.69 -2.83  0.40
H 3.93 5.31 -2.74  0.30
H 3.15 3.19 -1.00  0.09
H 4.63 4.11 -0.92  0.48
H 2.99 5.01 1.05  0.49
H 3.52 6.21 -0.19  0.38
H 0.99 4.74 0.12  -0.38
H 1.15 6.48 0.37  0.53
H 1.58 7.37 -3.15  0.37
H 2.63 7.62 -1.75  0.33
H 0.98 8.05 -1.63  0.35
C -0.69 -7.48 -8.07  -1.54
C -0.50 -6.63 -6.83  -0.10
C -1.73 -6.63 -5.93  -0.63
N -1.82 -5.39 -4.93  0.35
C -0.53 -5.27 -4.05  -1.12
C -0.50 -3.99 -3.17  -0.52
C -0.82 -2.78 -4.13  0.60
C -2.23 -2.90 -4.97  -0.75
C -2.19 -4.20 -5.77  -0.75
C -3.06 -5.58 -4.02  -1.06
H 0.15 -7.48 -8.77  0.40
H -1.54 -7.20 -8.69  0.36
H -0.81 -8.55 -7.91  0.36
H -0.36 -5.59 -7.12  0.26
H 0.44 -6.93 -6.37  0.32
H -1.89 -7.56 -5.38  0.53
H -2.59 -6.57 -6.59  0.35
H 0.31 -5.28 -4.75  0.44
H -0.48 -6.20 -3.48  0.45
H 0.41 -3.96 -2.56  0.59
H -1.18 -4.11 -2.33  0.14
H -0.08 -2.56 -4.89  0.54
H -0.68 -1.96 -3.42  -0.80
H -2.48 -2.06 -5.61  0.55
H -3.15 -2.91 -4.38  0.32
H -1.39 -4.05 -6.50  0.30
H -3.17 -4.28 -6.23  0.37
H -3.88 -5.82 -4.71  0.43
H -3.41 -4.83 -3.31  0.27
H -2.82 -6.56 -3.59  0.45
N -2.60 -0.78 4.35  0.10
S -4.07 -1.62 4.40  0.91
O -4.78 -1.80 5.66  -0.60
O -4.35 -2.67 3.39  -0.55
F -5.05 -0.47 3.89  -0.24
S -1.89 -1.71 5.24  0.74
O -1.44 -2.95 4.61  -0.60
O -2.08 -1.71 6.69  -0.62
F -0.49 -0.86 5.17  -0.28
N -3.93 1.55 0.75  -0.20
S -4.86 0.93 -0.63  0.83
O -5.28 1.97 -1.61  -0.60
O -5.83 -0.16 -0.49  -0.57
F -3.69 0.17 -1.40  -0.13
S -5.11 2.27 1.44  0.91
O -6.17 1.45 1.84  -0.58
O -5.43 3.67 1.08  -0.68
F -4.34 2.45 2.89  -0.34
N -1.16 2.23 -2.20  -0.08
S -2.02 2.88 -3.26  0.83
O -3.21 2.05 -3.63  -0.55
O -1.42 3.64 -4.31  -0.71
F -2.63 4.07 -2.40  -0.16
S -0.36 1.13 -3.30  0.85
O 1.03 1.48 -3.65  -0.70
O -1.12 0.44 -4.34  -0.52
F -0.04 0.03 -2.24  -0.25
N -1.18 -0.96 0.70  0.04
S -1.91 -2.21 0.15  0.81
O -1.87 -3.60 0.76  -0.68
O -2.10 -2.22 -1.27  -0.59
F -3.33 -1.84 0.75  -0.28
S 0.31 -1.67 0.60  0.28
O 0.81 -2.37 -0.55  -0.57
O 0.74 -2.15 1.93  -0.47
F 1.13 -0.22 0.55  -0.28
N -0.73 2.37 1.86  -0.04
S -1.29 3.79 1.92  0.66
O -0.28 4.87 1.92  -0.60
O -2.55 4.06 2.57  -0.62
F -1.72 3.73 0.40  0.04
S 0.57 2.43 2.98  0.83
O 0.28 3.02 4.26  -0.59
O 2.00 2.59 2.52  -0.60
F 0.51 0.81 3.26  -0.12

Summary:
Orbital gap (eV): 8.84
Net charge: 0

---

(2)
C27H60INO13S6Si2 as an isolated structure, computed with ωB97M-V with the def2-TZVPD basis set.

Each line ends with the Mulliken charge.
Geometry (Å):
C 2.00 -1.47 7.09  -0.77
C 2.42 -0.05 6.39  -0.50
I 3.72 -0.58 4.66  -0.01
C 1.14 0.75 5.73  -0.33
Si -0.17 1.37 7.00  0.81
O -1.14 0.11 7.74  -0.42
Si -1.74 -1.05 6.56  0.65
N -2.16 -0.35 4.96  -0.43
H 1.42 -2.13 6.29  0.21
H 1.28 -1.31 8.04  0.25
H 2.95 -2.11 7.41  0.31
H 2.96 0.71 7.11  0.40
H 0.72 0.07 4.87  0.19
H 1.58 1.72 5.19  0.17
H -0.96 2.43 6.36  -0.17
H 0.59 2.03 8.10  -0.23
H -3.01 -1.58 7.12  -0.23
H -0.81 -2.17 6.52  -0.19
H -1.34 -0.33 4.30  0.27
H -2.81 -1.07 4.52  0.03
C -0.82 5.59 1.97  -0.59
C -1.33 4.15 1.86  -0.47
C -0.34 3.26 2.61  -0.36
S 0.39 4.28 3.88  1.11
O 1.80 4.44 3.59  -0.69
O -0.09 3.84 5.18  -0.66
C -0.45 5.79 3.44  -0.83
H -1.58 6.31 1.65  0.46
H 0.07 5.72 1.34  0.22
H -2.32 4.08 2.32  0.35
H -1.43 3.84 0.82  -0.03
H -0.84 2.41 3.08  0.28
H 0.46 2.91 1.96  0.38
H 0.20 6.64 3.61  0.43
H -1.35 5.86 4.06  0.34
C -4.28 -4.67 1.98  -0.63
C -5.43 -4.17 1.11  -0.62
C -5.92 -2.85 1.69  -0.63
S -4.52 -2.12 2.52  1.12
O -4.79 -2.08 3.94  -0.65
O -4.08 -0.95 1.78  -0.64
C -3.38 -3.46 2.20  -0.63
H -3.73 -5.49 1.51  0.35
H -4.67 -5.03 2.94  0.31
H -5.07 -4.01 0.08  0.29
H -6.24 -4.91 1.05  0.32
H -6.28 -2.18 0.92  0.33
H -6.71 -3.02 2.44  0.34
H -2.70 -3.58 3.05  0.35
H -2.82 -3.21 1.30  0.42
C -0.56 2.52 -4.00  0.58
C -1.22 1.74 -2.87  -0.66
C -0.60 2.22 -1.56  -0.70
S -0.09 3.91 -1.84  1.26
O 1.36 3.97 -1.76  -0.70
O -0.94 4.80 -1.09  -0.70
C -0.56 3.97 -3.56  -1.13
H -1.09 2.39 -4.95  0.40
H 0.47 2.17 -4.14  -0.50
H -2.30 1.94 -2.86  0.46
H -1.09 0.66 -2.99  0.27
H -1.32 2.19 -0.74  0.40
H 0.28 1.64 -1.29  0.32
H 0.14 4.59 -4.12  0.47
H -1.57 4.40 -3.61  0.39
C 5.70 -3.42 0.56  -0.59
C 5.27 -1.97 0.32  -0.61
C 3.94 -2.01 -0.44  -0.06
S 3.14 -3.54 0.04  1.10
O 3.05 -4.39 -1.13  -0.66
O 1.99 -3.23 0.87  -0.64
C 4.46 -4.13 1.08  -0.72
H 6.52 -3.48 1.28  0.35
H 6.03 -3.87 -0.38  0.30
H 5.13 -1.46 1.28  0.16
H 6.03 -1.42 -0.24  0.34
H 3.30 -1.16 -0.16  0.49
H 4.09 -2.03 -1.52  -0.24
H 4.53 -5.22 1.00  0.40
H 4.23 -3.84 2.11  0.34
C -2.58 -2.43 -5.87  -0.68
C -3.73 -1.94 -6.75  -0.59
C -4.22 -0.62 -6.16  -0.80
S -2.82 0.11 -5.33  1.35
O -3.09 0.16 -3.91  -0.70
O -2.38 1.28 -6.07  -0.84
C -1.68 -1.22 -5.65  -0.52
H -2.03 -3.25 -6.34  0.37
H -2.97 -2.79 -4.91  0.32
H -3.36 -1.77 -7.77  0.29
H -4.54 -2.67 -6.80  0.33
H -4.58 0.06 -6.94  0.35
H -5.01 -0.78 -5.41  0.35
H -1.00 -1.34 -4.81  0.25
H -1.12 -0.97 -6.56  0.37
C 5.10 0.12 -4.40  -0.71
C 4.67 1.56 -4.65  -0.69
C 3.34 1.53 -5.40  -0.59
S 2.54 0.00 -4.93  1.10
O 2.45 -0.85 -6.10  -0.77
O 1.39 0.30 -4.10  -0.46
C 3.86 -0.60 -3.89  -0.55
H 5.92 0.06 -3.69  0.33
H 5.43 -0.33 -5.35  0.31
H 4.53 2.07 -3.69  0.28
H 5.43 2.12 -5.21  0.37
H 2.70 2.37 -5.13  0.25
H 3.49 1.51 -6.49  0.41
H 3.93 -1.68 -3.96  0.59
H 3.63 -0.30 -2.86  0.16

Summary:
Orbital gap (eV): 9.15
Net charge: 0

---

(3)
A 4-piece molecular cluster, C27H60N4O3 overall, computed with ωB97M-V with the def2-TZVPD basis set.

Each line ends with the Mulliken charge.
Geometry (Å):
N 1.16 1.02 0.27  0.98
O -0.02 0.90 0.45  -0.66
O 1.88 0.23 0.88  -0.65
O 1.59 1.97 -0.41  -0.66
C 2.54 -3.36 4.95  -1.50
C 1.01 -3.22 4.71  -0.57
C 0.38 -4.30 3.96  -0.55
C -1.11 -4.10 3.71  -0.71
N -1.66 -5.11 2.72  0.39
C -1.54 -4.58 1.32  -0.87
C -2.66 -5.29 0.40  -0.54
C -3.72 -5.59 1.40  -0.52
C -3.21 -5.07 2.70  -0.67
C -1.04 -6.56 2.98  -0.92
H 2.71 -4.17 5.66  0.39
H 3.00 -2.62 5.61  0.40
H 3.27 -3.65 4.19  0.38
H 0.98 -2.33 4.07  0.35
H 0.58 -2.99 5.68  0.34
H 0.54 -5.27 4.43  0.47
H 0.92 -4.42 3.01  0.30
H -1.19 -3.06 3.38  0.38
H -1.59 -4.26 4.67  0.39
H -0.50 -4.67 1.02  0.48
H -1.75 -3.51 1.32  0.40
H -2.20 -6.13 -0.11  0.35
H -3.07 -4.61 -0.34  0.31
H -3.86 -6.67 1.29  0.25
H -4.67 -5.15 1.12  0.41
H -3.63 -5.72 3.47  0.36
H -3.47 -4.02 2.84  0.41
H -1.45 -7.35 2.35  0.35
H -1.15 -6.85 4.03  0.32
H 0.00 -6.42 2.67  0.44
C -2.86 4.77 -0.54  -1.32
C -3.85 5.60 0.27  -0.52
C -3.70 5.53 1.79  -0.50
C -2.23 5.67 2.27  -0.98
N -2.04 5.71 3.83  0.40
C -0.56 5.93 4.07  -0.57
C -0.27 5.19 5.38  -0.70
C -1.20 4.05 5.34  -0.59
C -2.41 4.34 4.44  -0.60
C -2.73 6.91 4.51  -1.02
H -1.79 4.96 -0.59  0.36
H -3.11 4.85 -1.59  0.39
H -3.03 3.73 -0.26  0.35
H -4.91 5.35 0.17  0.36
H -3.76 6.62 -0.10  0.33
H -4.16 4.67 2.27  0.45
H -4.26 6.38 2.16  0.30
H -1.67 6.57 2.02  0.42
H -1.57 4.89 1.90  0.52
H -0.35 6.99 4.21  0.28
H -0.05 5.39 3.28  0.42
H -0.33 5.78 6.30  0.34
H 0.75 4.83 5.32  0.37
H -1.48 3.45 6.21  0.41
H -0.74 3.30 4.71  0.30
H -3.30 4.38 5.07  0.31
H -2.56 3.52 3.74  0.39
H -2.30 6.97 5.51  0.41
H -3.82 6.93 4.47  0.29
H -2.42 7.77 3.92  0.39
C 5.60 1.69 -4.30  -1.18
C 5.45 0.55 -5.31  -0.74
C 4.00 0.05 -5.61  -0.40
C 3.92 -1.41 -6.23  -1.05
N 2.49 -1.86 -6.62  0.36
C 1.63 -2.16 -5.40  -0.58
C 0.68 -0.98 -5.34  -0.60
C 0.45 -0.54 -6.76  -0.51
C 1.63 -0.99 -7.64  -0.65
C 2.83 -3.18 -7.35  -1.19
H 4.61 2.09 -4.09  0.36
H 6.11 2.55 -4.73  0.34
H 6.02 1.31 -3.37  0.30
H 6.07 -0.34 -5.22  0.50
H 5.82 0.86 -6.29  0.32
H 3.47 0.80 -6.20  0.32
H 3.58 0.07 -4.60  0.42
H 4.36 -2.15 -5.55  0.43
H 4.56 -1.41 -7.11  0.44
H 1.09 -3.08 -5.63  0.44
H 2.25 -2.18 -4.51  0.30
H -0.15 -1.16 -4.65  0.46
H 1.15 -0.17 -4.80  0.21
H -0.45 -1.02 -7.15  0.32
H 0.20 0.52 -6.80  0.39
H 1.43 -1.37 -8.65  0.40
H 2.21 -0.12 -7.95  0.27
H 3.58 -3.07 -8.14  0.38
H 1.89 -3.43 -7.84  0.53
H 3.15 -3.99 -6.70  0.39

Summary:
Orbital gap (eV): 6.50
Net charge: +2
Energy relative to the best compared isomer or geometry (same formula, charge and spin) (kJ/mol): 389.41

---

Number 1: strongest force on any atom 11.15 eV/A. Number 2: strongest force on any atom 3.39 eV/A. Number 3: strongest force on any atom 4.48 eV/A.